# C22H26ClFN2O3

C22H26ClFN2O3 in the gas phase (wB97M-V/def2-TZVPD, OMol25).

```
! RIJCOSX wB97M-V def2-TZVPD def2/J DEFGRID3
* xyz 0 1
C 5.4880 1.4257 -4.2519
O 4.7109 2.1306 -3.3142
C 3.3265 2.1445 -3.5869
C 2.6338 0.8340 -3.1923
N 2.8594 0.5672 -1.7930
C 1.8560 0.3812 -0.9124
O 0.6918 0.2636 -1.2640
C 2.2496 0.2837 0.5237
C 1.3273 -0.3507 1.3496
C 1.5230 -0.4413 2.7204
C 2.7097 0.0802 3.2468
C 3.6328 0.6975 2.4279
C 3.4097 0.8214 1.0654
H 4.1246 1.3553 0.4572
H 4.5346 1.1051 2.8601
H 2.8759 -0.0003 4.3095
O 0.6779 -0.9921 3.6285
C -0.6733 -1.3306 3.3202
C -0.7977 -2.6023 2.4706
C -2.2765 -2.8786 2.1561
N -2.9598 -1.7622 1.5366
C -2.5338 -1.5200 0.1639
C -3.3440 -0.4426 -0.4999
C -2.7106 0.5543 -1.2296
C -3.4685 1.5282 -1.8534
C -4.8543 1.5356 -1.7574
C -5.4823 0.5401 -1.0230
C -4.7311 -0.4408 -0.4045
H -5.2155 -1.2143 0.1704
H -6.5579 0.5415 -0.9460
Cl -5.7817 2.7654 -2.5405
F -2.8440 2.4866 -2.5623
H -1.6346 0.5824 -1.3275
H -1.4716 -1.2568 0.0673
H -2.6896 -2.4587 -0.3808
C -2.9035 -0.6027 2.4043
C -1.4768 -0.1549 2.7512
H -1.5130 0.6421 3.4963
H -1.0054 0.2552 1.8607
H -3.4372 0.2197 1.9244
H -3.4368 -0.8663 3.3234
H -2.3570 -3.7481 1.4993
H -2.8063 -3.1054 3.0868
H -0.2362 -2.5135 1.5426
H -0.3759 -3.4418 3.0262
H -1.0832 -1.5622 4.3140
H 0.4586 -0.7506 0.8566
H 3.8026 0.7131 -1.4684
H 1.5558 0.9136 -3.3466
H 3.0168 0.0035 -3.7964
H 3.1420 2.3569 -4.6485
H 2.9235 2.9625 -2.9840
H 6.5268 1.5897 -3.9714
H 5.2791 0.3504 -4.2386
H 5.3217 1.8057 -5.2665
*
```

Computed properties:
E   -1749.221166 hartree
Energy relative to the best compared isomer or geometry (same formula, charge and spin)   2.7 kcal/mol
HOMO-LUMO gap   9.2972 eV
SMILES   COCCNC(=O)c1cccc(OC2CCN(Cc3ccc(Cl)c(F)c3)CC2)c1

The Löwdin scheme yields these atomic charges, measured in e: -0.11 -0.20 -0.21 -0.15 0.08 -0.43 0.05 -0.12 0.04 -0.24 0.01 -0.07 -0.04 0.11 0.11 0.12 -0.01 -0.30 -0.10 -0.18 -0.16 -0.14 -0.21 0.06 -0.29 -0.61 -0.09 -0.04 0.12 0.11 0.70 0.05 0.11 0.10 0.14 -0.17 -0.10 0.13 0.10 0.12 0.13 0.12 0.12 0.10 0.12 0.16 0.08 0.13 0.12 0.12 0.12 0.13 0.09 0.08 0.09



# C22H26ClN2O6RhS3

A molecular structure, C22H26ClN2O6RhS3 (wB97M-V/def2-TZVPD, OMol25).

```
! RIJCOSX wB97M-V def2-TZVPD def2/J DEFGRID3
* xyz 2 5
Rh -0.3676 -1.1352 -0.4116
O -2.0387 -1.8516 -1.9074
S 0.5882 -0.7442 -2.8061
C 2.1590 3.0521 -1.6775
C 2.7172 2.0469 -0.7136
C 1.7277 1.7644 2.1574
C 0.3169 1.7941 2.6926
S -0.8366 0.3764 2.6698
O -1.4013 0.1943 1.2844
C 0.2642 -1.0215 2.8762
C -0.0432 -2.1482 2.1163
C 0.7862 -3.2607 2.1776
C 1.8820 -3.2534 3.0272
C 2.1315 -2.1547 3.8407
C 1.3200 -1.0310 3.7752
C 1.3683 -2.1783 -2.0743
C 2.7169 -2.1768 -1.7203
C 3.2697 -3.3130 -1.1595
C 2.4959 -4.4516 -0.9515
C 1.1645 -4.4590 -1.3230
C 0.5860 -3.3244 -1.8913
H 1.5500 3.8202 -1.1819
H 3.0012 3.6043 -2.1275
H 3.7023 1.6031 -0.7040
H 1.5665 0.1485 -2.5723
H 3.2112 2.9991 2.0710
H 2.3247 0.9264 2.5174
H -0.2496 2.5825 2.1930
H 0.3941 2.0620 3.7507
H -0.9841 -2.1839 1.5637
H 0.5600 -4.1368 1.5858
H 2.5257 -4.1208 3.0811
H 2.9626 -2.1719 4.5328
H 1.5173 -0.1862 4.4243
H 3.3270 -1.3016 -1.8943
H 4.3194 -3.3182 -0.8978
H 2.9473 -5.3397 -0.5299
H 0.5682 -5.3550 -1.2098
H -0.4285 -3.3633 -2.2597
O 2.0234 -0.1594 0.3929
Cl 1.7153 1.2659 0.2465
O 2.2556 2.9950 2.2248
O 1.4477 2.5303 -2.7248
O 0.3528 1.5644 -0.1760
C -2.2359 2.6734 -3.3202
C -2.9621 2.0581 -2.1777
C -3.8349 2.7083 -1.3341
C -4.4422 2.0052 -0.2887
N -4.1643 0.7048 -0.0744
C -3.3309 0.1312 -0.8867
S -2.8988 -1.5797 -0.6584
N -2.7447 0.7477 -1.9267
C -5.4273 2.6365 0.6257
H -2.5923 3.6829 -3.5041
H -2.3742 2.0808 -4.2262
H -1.1647 2.7125 -3.1039
H -4.0558 3.7535 -1.4932
H -2.1236 0.1821 -2.5078
H -5.5057 3.7085 0.4683
H -5.1543 2.4264 1.6598
H -6.4051 2.1782 0.4608
*
```

Computed properties:
E   -3179.183520 hartree
Energy relative to the best compared isomer or geometry (same formula, charge and spin)   71.2 kcal/mol
HOMO-LUMO gap (alpha / beta)   7.8801 / 6.7979 eV

The Löwdin scheme yields these atomic charges, measured in e: 0.75 -0.67 0.90 -0.33 -0.28 -0.39 -0.26 1.07 -0.63 -0.38 -0.13 -0.04 -0.03 -0.03 -0.08 -0.60 -0.11 -0.04 -0.06 -0.07 -0.14 0.14 0.16 0.10 -0.10 0.14 0.13 0.11 0.12 0.08 0.11 0.12 0.12 0.12 0.11 0.12 0.12 0.12 0.09 -0.37 0.94 0.06 0.01 -0.39 0.03 -0.20 0.08 -0.24 0.16 -0.52 1.03 0.16 0.01 0.10 0.11 0.09 0.14 0.12 0.09 0.10 0.11



# C22H26ClN3O3

C22H26ClN3O3 in the gas phase (wB97M-V/def2-TZVPD, OMol25).

```
! RIJCOSX wB97M-V def2-TZVPD def2/J DEFGRID3
* xyz 0 1
C -5.2192 0.2002 2.9595
C -4.4388 0.4208 1.6775
H -5.0313 0.1531 0.7963
H -3.5211 -0.1798 1.6660
O -4.0869 1.8021 1.5986
C -3.6405 2.2184 0.3950
O -3.4934 1.4784 -0.5551
N -3.3950 3.5487 0.3660
C -3.2365 4.3373 1.5666
H -3.8834 3.9403 2.3474
C -1.7628 4.3201 2.0070
H -1.5420 5.2276 2.5684
H -1.5779 3.4671 2.6613
C -0.8307 4.2156 0.7874
N -0.5010 2.8339 0.5083
C 0.7383 2.4485 0.1216
O 1.6839 3.2125 0.0951
C 0.8639 0.9996 -0.2243
C 2.0941 0.4097 -0.0515
C 2.2995 -0.9472 -0.3552
N 3.5233 -1.4755 -0.1591
C 3.7211 -2.7279 -0.4501
C 2.7161 -3.5964 -0.9542
C 1.4654 -3.0737 -1.1490
C 1.2089 -1.7115 -0.8621
C -0.0335 -1.0789 -1.0516
C -0.2072 0.2417 -0.7414
H -1.1722 0.6913 -0.9275
H -0.8567 -1.6505 -1.4533
Cl 0.1793 -4.0675 -1.7552
C 3.1238 -5.0159 -1.1754
C 3.8167 -5.5310 0.0916
C 4.9989 -4.6430 0.5215
C 5.0769 -3.3266 -0.2652
H 5.7241 -2.6122 0.2417
H 5.4976 -3.5222 -1.2557
H 5.9403 -5.1782 0.3899
H 4.9046 -4.4077 1.5823
H 3.0731 -5.5615 0.8904
H 4.1549 -6.5539 -0.0783
H 3.8168 -5.0676 -2.0199
H 2.2589 -5.6373 -1.4082
H 2.9233 0.9900 0.3217
H -1.2563 2.1714 0.4581
C -1.4863 4.8725 -0.4355
H -1.6992 5.9147 -0.1951
C -2.7739 4.1275 -0.8124
H -2.5697 3.3109 -1.5077
H -3.4842 4.8118 -1.2897
H -0.7923 4.8550 -1.2753
H 0.1274 4.7049 0.9927
H -3.5563 5.3559 1.3322
H -5.4847 -0.8492 3.0469
H -4.6185 0.4880 3.8181
H -6.1269 0.7977 2.9538
*
```

Computed properties:
E   -1704.203487 hartree
Energy relative to the best compared isomer or geometry (same formula, charge and spin)   0.9 kcal/mol
HOMO-LUMO gap   8.7417 eV
SMILES   CCOC(=O)N1CCC(NC(=O)c2ccc3c(Cl)c4c(nc3c2)CCCC4)CC1

The Löwdin scheme yields these atomic charges, measured in e: -0.06 -0.22 0.13 0.13 0.00 -0.56 0.08 -0.04 -0.13 0.12 -0.09 0.11 0.12 -0.29 0.12 -0.44 0.07 -0.11 0.07 -0.20 0.17 -0.23 -0.18 -0.51 -0.16 -0.04 -0.01 0.09 0.09 0.74 -0.16 -0.18 -0.18 -0.13 0.12 0.12 0.11 0.11 0.11 0.11 0.13 0.08 0.13 0.11 -0.10 0.12 -0.12 0.12 0.13 0.12 0.14 0.13 0.08 0.08 0.08



Question: Among the records above, which one has the lowest E?
Answer: C22H26ClN2O6RhS3